1.
{"formula": "C7H11NO", "method": "ωB97M-V/def2-TZVPD", "symbols": ["C", "C", "C", "C", "C", "C", "C", "N", "O", "H", "H", "H", "H", "H", "H", "H", "H", "H", "H", "H"], "xyz": [[1.146, -1.059, 0.332], [2.164, 1.772, 0.519], [2.920, 1.156, -0.177], [-1.602, 0.991, -0.728], [-1.485, -0.844, 1.151], [-1.228, -0.485, -0.293], [0.302, -0.670, -0.574], [1.669, -1.709, 1.149], [0.615, -0.217, -1.910], [1.315, 2.269, 0.876], [2.127, -1.236, 1.913], [3.597, 0.742, -0.845], [-2.161, 1.031, -1.740], [-0.681, 1.561, -0.659], [-2.275, 1.347, -0.008], [-2.459, -0.448, 1.472], [-0.593, -0.588, 1.787], [-1.611, -1.883, 1.199], [-1.628, -1.250, -0.959], [-0.134, -0.481, -2.506]], "forces_ev_per_a": [[-2.8, 2.1, -4.3], [0.3, -0.4, -0.8], [-0.4, 1.1, 0.7], [-0.2, -1.9, -1.3], [-0.1, 1.1, 0.2], [2.3, 0.5, -0.6], [-2.1, 1.2, -2.4], [2.9, -3.2, 4.0], [-0.2, -0.9, 0.8], [-0.4, 0.4, 0.7], [0.3, 0.3, 0.3], [0.8, -0.7, -0.6], [1.3, 0.1, 1.5], [-0.2, 0.4, -0.6], [-1.1, 0.7, 1.0], [0.5, 0.3, 0.3], [-1.4, 0.2, -0.3], [0.1, -1.7, 0.3], [-0.7, 0.2, 0.0], [1.0, 0.2, 1.0]], "smiles": "CC(C)C(O)=C=N.C#C", "energy_ha": -403.13163, "gap_ev": 8.74, "lumo_energy_ev": 0.88, "homo_energy_ev": -7.86}



2.
{"formula": "C3H3N3O2", "method": "ωB97M-V/def2-TZVPD", "symbols": ["C", "C", "C", "H", "H", "H", "N", "N", "N", "O", "O"], "xyz": [[-1.329, 0.658, 0.527], [1.320, -0.445, 0.541], [-0.807, 0.581, -0.918], [2.377, -0.657, 0.424], [1.378, -1.549, -1.062], [-1.466, 1.172, -1.536], [0.859, 0.301, 1.501], [0.630, -1.105, -0.448], [-0.026, -0.285, -1.424], [-2.356, 1.205, 0.815], [-0.581, 0.125, 1.580]], "forces_ev_per_a": [[0.8, 0.7, 1.3], [0.1, 1.1, 1.7], [-1.1, -0.5, 1.0], [0.3, 0.7, 0.8], [-1.6, 0.3, 1.3], [0.4, 0.2, -0.5], [0.1, -1.9, -1.8], [1.3, -0.7, -3.2], [-0.6, 0.1, 1.4], [0.4, -0.7, -0.9], [-0.1, 0.6, -1.1]], "smiles": "O=C1C=NNC=NO1", "energy_ha": -430.74177, "gap_ev": 9.98, "lumo_energy_ev": -0.31, "homo_energy_ev": -10.29}



3.
{"formula": "C17H34F3O4PSn", "method": "ωB97M-V/def2-TZVPD", "symbols": ["C", "C", "C", "C", "C", "C", "O", "C", "C", "C", "C", "C", "C", "O", "C", "C", "C", "O", "C", "F", "F", "F", "P", "C", "O", "H", "H", "H", "H", "H", "H", "H", "H", "H", "H", "H", "H", "H", "H", "H", "H", "H", "H", "H", "H", "H", "H", "H", "H", "H", "H", "H", "H", "H", "H", "H", "H", "H", "H", "Sn"], "xyz": [[6.216, 0.049, -0.223], [4.762, -0.258, 0.126], [4.493, -1.764, 0.095], [3.826, 0.503, -0.811], [2.346, 0.184, -0.601], [1.457, 1.264, -1.175], [0.049, 1.028, -0.957], [-0.461, 1.478, 0.273], [-1.450, 2.642, 0.075], [-2.253, 2.642, -1.249], [-2.750, 1.247, -1.605], [-1.480, 3.239, -2.423], [-1.172, 0.318, 1.011], [-0.529, -0.899, 0.926], [-0.817, -1.719, -0.217], [-1.360, -3.088, 0.147], [-2.760, -3.088, 0.743], [-2.786, -2.323, 1.925], [-3.804, -2.503, -0.239], [-3.872, -1.139, -0.159], [-3.521, -2.761, -1.537], [-5.032, -2.962, -0.002], [-1.272, 0.799, 2.865], [0.037, -0.167, 3.616], [-2.595, 0.099, 3.475], [6.364, 1.109, -0.438], [6.884, -0.222, 0.595], [6.527, -0.518, -1.103], [4.567, 0.102, 1.144], [3.669, -2.054, 0.751], [5.372, -2.324, 0.416], [4.254, -2.100, -0.919], [3.985, 1.579, -0.675], [4.107, 0.273, -1.846], [2.093, -0.763, -1.082], [2.135, 0.065, 0.468], [1.706, 2.243, -0.749], [1.577, 1.335, -2.258], [0.360, 1.839, 0.904], [-2.144, 2.658, 0.922], [-0.913, 3.591, 0.115], [-3.123, 3.287, -1.066], [-3.419, 1.366, -2.528], [-1.972, 0.581, -1.979], [-3.347, 0.752, -0.833], [-0.623, 2.623, -2.687], [-1.128, 4.242, -2.183], [-2.122, 3.324, -3.309], [-2.226, 0.228, 0.719], [-1.538, -1.204, -0.858], [0.109, -1.815, -0.780], [-1.404, -3.651, -0.787], [-0.678, -3.623, 0.807], [-3.077, -4.115, 0.943], [-3.462, -2.665, 2.523], [-0.277, -1.208, 3.714], [0.917, -0.115, 2.973], [0.277, 0.250, 4.594], [-3.357, 0.691, 3.534], [-5.363, 1.416, -3.120]], "forces_ev_per_a": [[0.0, 0.0, 0.0], [0.0, 0.0, 0.1], [0.0, -0.1, 0.0], [-0.1, 0.0, -0.1], [-0.1, -0.1, 0.0], [-0.1, 0.2, 0.1], [0.0, -0.2, -0.1], [0.0, 0.0, 0.1], [0.1, 0.1, 0.1], [0.0, -0.1, -0.1], [-0.3, 0.2, 0.4], [0.0, 0.0, 0.0], [-0.2, -0.1, 0.2], [0.3, -0.1, -0.1], [-0.2, 0.2, 0.0], [0.0, 0.0, -0.2], [-0.1, 0.1, 0.0], [-0.1, -0.1, 0.0], [0.2, -0.2, -0.2], [-0.2, -0.2, 0.1], [-0.1, 0.0, 0.2], [0.0, 0.1, 0.1], [-0.1, 0.2, -0.2], [0.1, 0.0, 0.0], [-0.1, 0.0, 0.0], [0.0, 0.0, 0.0], [0.0, 0.0, 0.0], [0.0, 0.1, 0.0], [0.0, 0.0, 0.0], [0.0, 0.0, -0.1], [0.0, 0.0, 0.1], [0.1, 0.0, 0.0], [0.0, 0.0, 0.0], [0.0, 0.0, 0.0], [0.0, 0.0, 0.1], [0.0, 0.0, 0.0], [0.1, 0.0, 0.0], [0.0, 0.0, 0.0], [0.0, -0.1, -0.1], [0.0, 0.0, 0.0], [0.0, 0.0, 0.0], [0.0, 0.0, 0.1], [0.2, 0.0, -0.5], [0.0, 0.0, 0.0], [0.1, 0.2, -0.2], [0.0, 0.0, 0.0], [0.0, 0.0, 0.0], [0.0, 0.0, 0.0], [0.1, 0.0, 0.1], [0.2, 0.0, 0.0], [0.0, -0.1, 0.0], [0.1, -0.1, 0.0], [-0.1, 0.1, 0.1], [0.0, 0.0, -0.2], [0.1, 0.0, 0.0], [0.0, 0.0, 0.0], [0.0, 0.0, 0.1], [0.0, 0.0, 0.0], [0.1, -0.1, 0.0], [0.1, -0.1, 0.2]], "energy_ha": -1823.60619, "gap_ev": 2.16, "lumo_energy_ev": -11.01, "homo_energy_ev": -13.16, "total_charge": 2}



4.
{"formula": "C3H8N2OS", "method": "ωB97M-V/def2-TZVPD", "symbols": ["C", "C", "C", "N", "N", "O", "S", "H", "H", "H", "H", "H", "H", "H", "H"], "xyz": [[-0.029, 0.841, 1.875], [-1.368, -1.121, 1.132], [0.153, 0.592, -2.142], [0.505, 1.125, 0.590], [-0.747, -1.105, -0.122], [-1.339, 0.191, 1.746], [0.404, -0.064, -0.380], [0.807, 0.327, 2.397], [-0.181, 1.798, 2.321], [-2.398, -1.379, 0.852], [-0.956, -1.937, 1.683], [-0.107, -0.387, -2.676], [-0.651, 1.340, -2.037], [1.059, 1.091, -2.386], [2.049, -1.327, -1.173]], "forces_ev_per_a": [[-0.3, -1.3, -0.5], [-0.5, 1.5, -0.3], [-1.2, -1.6, 1.7], [0.8, 0.3, -1.9], [2.3, 1.0, -2.5], [0.7, -0.5, 1.2], [-0.9, -1.5, -1.5], [-1.1, -0.4, 0.5], [-0.5, 0.4, 0.6], [-0.1, 0.4, 0.9], [0.3, -0.3, 1.3], [0.5, 1.7, 0.5], [0.1, -0.6, -0.2], [0.9, 0.0, -0.5], [-0.9, 0.9, 0.7]], "energy_ha": -701.79237, "gap_ev": [7.80, 7.48], "lumo_energy_ev": [-0.99, -0.67], "homo_energy_ev": [-8.78, -8.16]}



5.
{"formula": "C6H9N", "method": "ωB97M-V/def2-TZVPD", "symbols": ["C", "C", "C", "C", "C", "C", "N", "H", "H", "H", "H", "H", "H", "H", "H", "H"], "xyz": [[2.542, -0.399, -0.009], [1.111, -0.032, 0.211], [0.000, -0.825, 0.074], [-1.152, 0.013, 0.071], [-2.537, -0.448, -0.269], [-0.705, 1.295, 0.261], [0.669, 1.260, 0.349], [3.230, -0.054, 0.771], [2.609, -1.489, -0.078], [2.887, 0.009, -0.968], [0.015, -1.902, -0.052], [-3.236, 0.389, -0.357], [-2.939, -1.154, 0.466], [-2.509, -0.959, -1.239], [-1.249, 2.229, 0.330], [1.264, 2.067, 0.439]], "forces_ev_per_a": [[0.1, 0.0, 0.0], [-0.1, 0.0, -0.1], [0.1, 0.0, -0.1], [0.0, 0.0, 0.0], [-0.1, 0.0, 0.0], [-0.1, 0.0, 0.0], [0.2, 0.0, 0.0], [-0.2, 0.0, -0.1], [0.1, 0.2, 0.1], [0.0, -0.1, 0.2], [0.0, 0.2, -0.1], [0.1, -0.1, 0.1], [0.1, 0.1, -0.1], [-0.1, 0.1, 0.2], [0.1, -0.2, 0.0], [-0.1, -0.1, 0.0]], "smiles": "Cc1c[nH]c(C)c1", "energy_ha": -288.77702, "gap_ev": 8.89, "lumo_energy_ev": 1.06, "homo_energy_ev": -7.83}



6.
{"formula": "C18H26N4O6S", "method": "ωB97M-V/def2-TZVPD", "symbols": ["C", "N", "C", "C", "C", "N", "C", "O", "C", "C", "N", "C", "C", "O", "C", "C", "O", "S", "C", "O", "C", "C", "N", "C", "C", "O", "C", "C", "O", "H", "H", "H", "H", "H", "H", "H", "H", "H", "H", "H", "H", "H", "H", "H", "H", "H", "H", "H", "H", "H", "H", "H", "H", "H", "H"], "xyz": [[0.342, 1.142, -1.263], [-0.574, 1.217, -0.136], [-1.742, 0.357, -0.206], [-1.464, -1.054, 0.307], [-2.584, -2.029, -0.061], [-2.176, -3.428, -0.049], [-1.148, -3.972, -0.762], [-0.637, -5.032, -0.456], [-0.649, -3.202, -1.937], [-1.301, -2.510, -2.914], [-0.508, -1.913, -3.853], [0.747, -2.144, -3.596], [1.889, -1.543, -4.392], [1.692, -1.685, -5.767], [0.964, -0.536, -6.210], [1.096, 0.470, -5.055], [1.984, -0.165, -4.133], [1.040, -3.129, -2.224], [-0.296, 2.052, 0.904], [0.689, 2.769, 0.919], [-1.279, 2.054, 2.069], [-0.730, 2.767, 3.290], [0.403, 2.085, 3.917], [0.723, 0.697, 3.621], [2.119, 0.368, 4.099], [2.252, 0.691, 5.466], [2.174, 2.090, 5.634], [1.023, 2.769, 4.911], [0.707, 3.905, 5.221], [1.257, 1.668, -1.010], [0.577, 0.102, -1.498], [-0.101, 1.603, -2.150], [-2.582, 0.810, 0.319], [-2.034, 0.298, -1.259], [-0.530, -1.396, -0.140], [-1.308, -1.044, 1.389], [-3.415, -1.940, 0.639], [-2.990, -1.768, -1.038], [-2.420, -3.985, 0.756], [-2.374, -2.430, -3.007], [2.834, -2.013, -4.117], [1.428, -0.190, -7.132], [-0.077, -0.801, -6.391], [1.552, 1.412, -5.351], [0.129, 0.657, -4.584], [-2.177, 2.593, 1.752], [-1.603, 1.041, 2.312], [-0.401, 3.766, 3.015], [-1.531, 2.883, 4.026], [0.002, 0.019, 4.095], [0.689, 0.530, 2.543], [2.311, -0.699, 3.994], [2.856, 0.921, 3.503], [2.056, 2.294, 6.696], [3.097, 2.578, 5.293]], "forces_ev_per_a": [[0.0, 0.0, 0.0], [0.0, 0.0, 0.0], [0.0, 0.0, 0.0], [0.0, 0.0, 0.0], [0.0, 0.0, 0.0], [0.0, 0.0, 0.0], [0.0, 0.0, 0.0], [0.0, 0.0, 0.0], [0.0, 0.0, 0.0], [0.0, 0.0, 0.0], [0.0, 0.0, 0.0], [0.0, 0.0, 0.0], [0.0, 0.0, 0.0], [0.0, 0.0, 0.0], [0.0, 0.0, 0.0], [0.0, 0.0, 0.0], [0.0, 0.0, 0.0], [0.0, 0.0, 0.0], [0.0, 0.0, 0.0], [0.0, 0.0, 0.0], [0.0, 0.0, 0.0], [0.0, 0.0, 0.0], [0.0, 0.0, 0.0], [0.0, 0.0, 0.0], [0.0, 0.0, 0.0], [0.0, 0.0, 0.0], [0.0, 0.0, 0.0], [0.0, 0.0, 0.0], [0.0, 0.0, 0.0], [0.0, 0.0, 0.0], [0.0, 0.0, 0.0], [0.0, 0.0, 0.0], [0.0, 0.0, 0.0], [0.0, 0.0, 0.0], [0.0, 0.0, 0.0], [0.0, 0.0, 0.0], [0.0, 0.0, 0.0], [0.0, 0.0, 0.0], [0.0, 0.0, 0.0], [0.0, 0.0, 0.0], [0.0, 0.0, 0.0], [0.0, 0.0, 0.0], [0.0, 0.0, 0.0], [0.0, 0.0, 0.0], [0.0, 0.0, 0.0], [0.0, 0.0, 0.0], [0.0, 0.0, 0.0], [0.0, 0.0, 0.0], [0.0, 0.0, 0.0], [0.0, 0.0, 0.0], [0.0, 0.0, 0.0], [0.0, 0.0, 0.0], [0.0, 0.0, 0.0], [0.0, 0.0, 0.0], [0.0, 0.0, 0.0]], "smiles": "CN(CCCNC(=O)c1cnc(C2OCCO2)s1)C(=O)CCN1CCOCC1=O", "energy_ha": -1770.16365, "gap_ev": 9.30, "lumo_energy_ev": 0.08, "homo_energy_ev": -9.22}



7.
{"formula": "C2H4ClI", "method": "ωB97M-V/def2-TZVPD", "symbols": ["C", "C", "Cl", "I", "H", "H", "H", "H"], "xyz": [[0.418, -0.643, 0.858], [0.276, 0.646, 0.618], [-1.622, -0.787, -1.957], [0.928, 1.464, -1.275], [-0.829, 0.261, -1.761], [0.942, -1.377, 0.360], [0.004, -0.887, 1.799], [-0.117, 1.324, 1.358]], "forces_ev_per_a": [[-0.7, 2.2, 1.1], [0.9, -0.2, -1.2], [0.0, 0.2, 0.0], [0.4, 0.3, 1.3], [-0.7, -0.8, -0.3], [0.7, -1.2, -1.5], [-0.3, -0.7, 1.0], [-0.2, 0.3, -0.4]], "energy_ha": -836.44086, "gap_ev": 9.95, "lumo_energy_ev": 0.21, "homo_energy_ev": -9.74}



8.
{"formula": "Cl4Li2", "method": "ωB97M-V/def2-TZVPD", "symbols": ["Li", "Li", "Cl", "Cl", "Cl", "Cl"], "xyz": [[-0.405, 15.011, 7.474], [2.052, 13.769, 6.691], [-2.629, 15.866, 6.443], [1.710, 16.340, 7.617], [0.960, 12.915, 8.692], [0.594, 13.808, 4.889]], "forces_ev_per_a": [[0.0, 0.2, -0.6], [-0.9, 0.5, 0.3], [0.2, -0.1, 0.5], [0.0, -0.4, -0.1], [0.1, 0.0, -0.3], [0.5, -0.2, 0.2]], "energy_ha": -1856.14582, "gap_ev": 6.65, "lumo_energy_ev": 4.79, "homo_energy_ev": -1.86, "total_charge": -2}